Version 1
ORCA calculation (wB97M-V/def2-TZVPD) on an isolated molecule of C4H11NS.

Computed properties:
Structure (SMILES)   CCSCNC
Frontier orbital gap   9.1 eV
Charge   0

XYZ file:
```
17
C4H11NS | OMol25 | wB97M-V/def2-TZVPD
C -0.88 -0.89 1.54
N 0.94 0.10 -1.02
H 1.95 -0.03 -1.24
H 0.51 0.88 1.25
H -0.69 0.96 2.63
H -1.78 -0.44 1.10
H 0.88 -0.13 2.63
H 0.81 -1.84 -2.07
C 0.21 1.35 -1.54
H 0.80 1.85 -2.36
H -0.75 -0.73 -1.71
C 0.18 -1.16 -1.39
H -0.89 1.23 -1.78
C 0.03 0.27 2.02
S -0.38 -1.99 0.20
H -1.07 -1.61 2.38
H 0.13 2.17 -0.64
```


Version 2
ORCA calculation (wB97M-V/def2-TZVPD) on a cluster of 2 separate species, C4H11NS in total.

Computed properties:
Frontier orbital gap   3.8 eV
Charge   0

XYZ file:
```
17
C4H11NS | OMol25 | wB97M-V/def2-TZVPD
C 3.64 -0.39 0.25
H 3.98 0.21 1.11
H -1.74 0.89 1.73
H -2.75 -1.06 -1.29
H 3.20 -1.36 0.65
H -2.38 -2.51 -0.50
N -2.04 -0.86 0.68
H -1.09 -1.36 -1.28
H -0.62 2.63 0.15
S 2.26 0.59 -0.39
C -1.37 0.39 0.81
C -1.99 -1.47 -0.61
C -1.02 1.60 -0.18
H -0.36 0.13 1.17
H -1.91 1.79 -0.83
H 4.38 -0.48 -0.62
H -0.20 1.24 -0.86
```


Q: Which of them is the least stable? A: version 2.


Version 1
ORCA calculation (wB97M-V/def2-TZVPD) on an isolated molecule of C4H11NS.

Computed properties:
Structure (SMILES)   NCCCCS
Frontier orbital gap   9.8 eV
Charge   0

XYZ file:
```
17
C4H11NS | OMol25 | wB97M-V/def2-TZVPD
C 0.81 -0.37 0.96
N -0.23 1.90 1.01
H -0.70 0.38 2.37
H 1.98 -1.00 -0.76
H 0.16 -0.67 -2.62
H 1.39 0.77 -1.01
C -0.50 0.51 1.28
H -0.95 0.15 -1.35
S -1.04 -2.23 -1.38
H 0.56 -1.38 1.33
H -2.19 -1.58 -1.16
C -0.18 -0.64 -1.57
H 0.33 1.88 0.17
H -1.31 0.07 0.77
C 1.12 -0.26 -0.61
H 1.75 -0.10 1.45
H -1.01 2.56 1.11
```


Version 2
ORCA calculation (wB97M-V/def2-TZVPD) on an isolated molecule of C4H11NS.

Computed properties:
Structure (SMILES)   CCSCNC
Frontier orbital gap   9.0 eV
Charge   0

XYZ file:
```
17
C4H11NS | OMol25 | wB97M-V/def2-TZVPD
H 1.44 -1.23 -1.41
C 0.04 -2.22 -0.34
H 2.09 -1.84 0.16
H 0.52 0.46 -1.18
H -1.64 1.20 1.67
C 1.48 -2.08 -0.73
S -0.35 -0.63 0.66
H 1.11 1.05 0.24
H -0.11 2.94 -0.42
H 1.78 -2.93 -1.30
C 0.15 0.92 -0.27
H -2.40 2.53 0.63
C -1.49 2.15 1.16
H -1.21 3.00 1.82
N -0.69 2.05 -0.04
H -0.59 -2.51 -1.18
H -0.11 -2.86 0.51
```


Q: Which of them is the least stable? A: version 2.


Version 1
ORCA calculation (wB97M-V/def2-TZVPD) on a cluster of 2 separate species, C4H11NS in total.

Computed properties:
Structure (SMILES)   C=CN.CSC
Frontier orbital gap   8.9 eV
Charge   0

XYZ file:
```
17
C4H11NS | OMol25 | wB97M-V/def2-TZVPD
C -0.41 -2.26 1.78
C -1.34 2.45 -2.40
H 0.15 3.66 -1.48
H -2.42 1.02 -1.38
H -1.76 2.18 -3.36
H -1.53 2.08 -0.38
H -0.90 -1.77 0.95
S 1.01 -1.26 2.32
H 2.71 -2.95 2.58
N -1.91 1.88 -1.29
C -0.36 3.35 -2.40
H -0.01 -3.22 1.48
H -1.17 -2.34 2.57
H 0.01 3.78 -3.32
H 2.27 -2.84 0.90
H 3.24 -1.55 1.64
C 2.42 -2.24 1.80
```


Version 2
ORCA calculation (wB97M-V/def2-TZVPD) on a structure of composition C4H11NS.

Computed properties:
Frontier orbital gap   6.7 eV
Charge   0

XYZ file:
```
17
C4H11NS | OMol25 | wB97M-V/def2-TZVPD
H 0.77 -1.19 0.77
C -0.26 0.46 -0.05
N 0.09 1.64 -0.87
H 0.47 -1.05 -2.23
H 1.82 -0.11 -0.09
H -0.82 0.29 2.11
S -1.23 -1.39 2.72
H 0.25 1.65 1.77
C 0.84 -0.59 -0.14
H 1.31 -2.46 -1.23
H -1.44 1.60 1.36
C -0.51 1.02 1.31
C 0.71 -1.57 -1.30
H -0.53 2.41 -0.66
H -0.05 1.45 -1.86
H -0.26 -2.09 -1.17
H -1.15 -0.06 -0.44
```


Q: Which of them is the least stable? A: version 2.


Version 1
ORCA calculation (wB97M-V/def2-TZVPD) on a cluster of 2 separate species, C4H11NS in total.

Computed properties:
Frontier orbital gap   5.9 eV
Charge   0

XYZ file:
```
17
C4H11NS | OMol25 | wB97M-V/def2-TZVPD
H 1.54 -0.30 -2.93
H -2.40 -1.84 0.35
S 1.49 -0.17 0.46
C -1.85 0.15 0.82
C 2.19 0.65 -1.00
N -1.68 -1.37 0.71
H -0.84 0.63 0.55
H 1.63 1.44 -3.00
H -1.41 -1.68 1.72
H 2.66 1.62 -0.80
H -0.85 -1.62 0.16
H -3.47 1.61 0.97
C 1.34 0.60 -2.30
C -3.07 0.60 1.21
H -3.85 -0.02 1.78
H 0.34 0.67 -2.36
H 2.91 -0.12 -1.17
```


Version 2
ORCA calculation (wB97M-V/def2-TZVPD) on an isolated molecule of C4H11NS.

Computed properties:
Structure (SMILES)   NCCCCS
Frontier orbital gap   9.9 eV
Charge   0

XYZ file:
```
17
C4H11NS | OMol25 | wB97M-V/def2-TZVPD
H 1.79 -0.68 0.73
H 0.44 -0.25 -1.67
C 1.14 1.12 -0.22
H 0.35 0.02 1.46
N 2.02 1.02 2.10
C 1.32 0.25 1.04
H -0.95 -2.02 0.32
S -1.70 -1.58 -0.70
H 2.96 0.65 2.17
H 2.01 1.02 -0.86
C -1.35 0.26 -0.53
H -2.22 0.63 -1.08
H 1.57 0.87 2.99
H -0.04 1.27 -2.00
C 0.01 0.61 -1.13
H -1.47 0.62 0.49
H 0.91 2.13 0.12
```


Version 3
ORCA calculation (wB97M-V/def2-TZVPD) on a cluster of 3 separate species, C4H11NS in total.

Computed properties:
Frontier orbital gap   4.5 eV
Charge   0

XYZ file:
```
17
C4H11NS | OMol25 | wB97M-V/def2-TZVPD
H 0.69 -0.72 -1.40
H 1.34 0.90 2.60
H 2.48 1.10 0.13
H -0.78 -0.75 2.52
H 1.08 1.59 2.68
C -0.66 -0.38 1.50
C -0.29 -1.16 -1.61
H -1.03 1.98 -0.82
H 0.20 -0.95 1.02
H 0.36 0.85 -0.45
H -2.05 -0.48 -1.15
C -1.27 0.57 0.85
H -0.22 -1.43 -2.66
S 2.59 -0.12 -0.33
H -0.51 -1.96 -0.90
C -0.73 0.97 -0.50
N -1.21 -0.02 -1.48
```


Version 4
ORCA calculation (wB97M-V/def2-TZVPD) on an isolated molecule of C4H11NS.

Computed properties:
Structure (SMILES)   NCCCCS
Frontier orbital gap   9.7 eV
Charge   0

XYZ file:
```
17
C4H11NS | OMol25 | wB97M-V/def2-TZVPD
H 1.02 0.83 1.03
H 1.90 -1.62 0.83
H -2.60 1.96 0.15
C 0.13 1.04 0.41
N 0.99 -1.64 0.39
H -1.03 0.95 2.09
H 0.06 2.14 0.42
H -0.16 -1.48 -1.35
H 0.77 -2.63 0.34
H 1.30 1.10 -1.47
H -1.21 -0.58 1.43
H -0.28 0.61 -1.70
S -2.49 0.63 -0.04
H 1.49 -1.21 -1.76
C -1.16 0.47 1.11
C 0.51 0.49 -0.94
C 0.76 -1.06 -0.95
```


Q: Which of them is the least stable? A: version 3.


Version 1
ORCA calculation (wB97M-V/def2-TZVPD) on a cluster of 2 separate species, C2H4N2O3 in total.

Computed properties:
Frontier orbital gap (spin up / spin down)   9.1 / 8.4 eV
Charge   0

XYZ file:
```
11
C2H4N2O3 | OMol25 | wB97M-V/def2-TZVPD
H 2.08 -0.25 -0.18
C -0.35 0.33 1.34
H -1.39 1.85 0.08
N 0.38 -1.19 -0.90
H -1.69 -0.69 -0.24
N -1.01 0.06 -0.19
O 0.47 -0.56 1.60
C 1.57 -0.84 -0.95
O -1.65 1.21 -0.63
H 2.21 -1.37 -1.66
O -0.62 1.46 1.72
```


Version 2
ORCA calculation (wB97M-V/def2-TZVPD) on a structure of composition C2H4N2O3.

Computed properties:
Frontier orbital gap   10.5 eV
Charge   0

XYZ file:
```
11
C2H4N2O3 | OMol25 | wB97M-V/def2-TZVPD
N -0.62 -0.66 0.18
H -2.64 -0.71 0.66
O -0.36 1.59 -0.16
H -2.02 0.83 -0.19
N -2.09 -0.26 -0.06
H 3.04 -0.80 -0.38
O 2.29 0.93 0.98
C 0.12 0.47 0.06
O 2.09 -0.73 -0.54
C 1.62 0.27 0.24
H -1.43 -0.93 -0.79
```


Version 3
ORCA calculation (wB97M-V/def2-TZVPD) on an isolated molecule of C2H4N2O3.

Computed properties:
Structure (SMILES)   O=CON/C=N\O
Frontier orbital gap   9.8 eV
Charge   0

XYZ file:
```
11
C2H4N2O3 | OMol25 | wB97M-V/def2-TZVPD
C -1.44 -0.76 0.26
H 1.98 1.00 -1.02
O 1.74 0.29 1.06
H -0.99 2.38 -0.28
O 0.72 -0.42 -0.87
N -0.12 -1.35 -0.25
H -1.73 -1.40 1.19
H 0.39 -2.07 0.13
O -0.61 1.42 -0.35
C 1.62 0.31 -0.21
N -1.56 0.59 0.34
```


Q: Which of them is the least stable? A: version 3.


Version 1
ORCA calculation (wB97M-V/def2-TZVPD) on an isolated molecule of C2H4N2O3.

Computed properties:
Structure (SMILES)   C=NC(=O)N(O)O
Frontier orbital gap   9.4 eV
Charge   0

XYZ file:
```
11
C2H4N2O3 | OMol25 | wB97M-V/def2-TZVPD
H -0.91 1.58 -0.03
O 0.96 -1.83 -1.30
H 1.38 1.55 -1.97
H -0.03 0.04 2.43
O 1.16 1.23 -1.08
N 0.18 -0.95 0.68
C 0.41 -1.04 -0.60
C -0.54 -0.62 1.69
N 0.08 0.34 -1.17
H -1.55 -1.12 1.92
O -1.14 0.82 -0.58
```


Version 2
ORCA calculation (wB97M-V/def2-TZVPD) on a structure of composition C2H4N2O3.

Computed properties:
Frontier orbital gap   9.6 eV
Charge   0

XYZ file:
```
11
C2H4N2O3 | OMol25 | wB97M-V/def2-TZVPD
C -0.57 0.64 0.09
O 1.61 -0.24 0.24
H 1.23 1.64 -0.69
O -1.44 1.41 -0.19
N -0.69 -0.67 0.33
O -1.85 -1.28 -0.16
C 0.97 0.98 0.06
H 1.23 1.51 0.98
H 1.06 -2.08 0.24
H -2.43 -0.64 -0.59
N 0.88 -1.26 -0.30
```


Q: Which of them is the least stable? A: version 2.


Version 1
ORCA calculation (wB97M-V/def2-TZVPD) on a structure of composition C2H4N2O3.

Computed properties:
Frontier orbital gap   8.7 eV
Charge   0

XYZ file:
```
11
C2H4N2O3 | OMol25 | wB97M-V/def2-TZVPD
C 1.09 -0.47 0.15
H 1.63 -0.44 -0.82
N -1.03 0.72 -1.18
O 1.31 -0.08 2.15
H -1.76 1.03 -1.81
N 1.28 -1.30 1.34
H -0.20 1.25 -1.37
O 1.39 0.71 0.96
C -0.86 -0.29 -0.37
O -1.61 -0.99 0.26
H 0.48 -1.92 1.73
```


Version 2
ORCA calculation (wB97M-V/def2-TZVPD) on a cluster of 2 separate species, C2H4N2O3 in total.

Computed properties:
Structure (SMILES)   NC=C=O.O=NO
Frontier orbital gap (spin up / spin down)   7.0 / 7.0 eV
Charge   0

XYZ file:
```
11
C2H4N2O3 | OMol25 | wB97M-V/def2-TZVPD
H -2.26 1.14 -0.49
C -0.08 0.29 -0.80
H 2.14 -1.59 0.44
N -0.74 1.54 0.99
H -0.25 -1.07 0.81
N 1.52 -1.42 -0.34
C 0.35 -0.72 -0.02
O -0.76 1.40 2.12
O -0.03 0.92 -1.80
O -1.91 0.58 0.22
H 2.02 -1.07 -1.14
```


Q: Which of them is the least stable? A: version 1.